{"formula": "C2HCl2F3N3O2PS", "method": "ωB97M-V with the def2-TZVPD basis set", "total_charge": 0, "spin_multiplicity": 3, "e_homo_ev": [-7.808, -10.541], "homo_lumo_gap_ev": [7.746, 6.796], "s_squared": 2.014, "e_above_lowest_ev": 0.000, "species": ["C", "C", "N", "N", "N", "O", "O", "F", "F", "F", "P", "S", "Cl", "Cl", "H"], "positions_angstrom": [[1.82, 1.11, -0.53], [3.33, 1.31, -0.35], [1.60, -0.16, -0.90], [1.00, 2.08, -0.26], [-1.16, -0.07, -0.05], [-0.10, -1.94, -1.55], [-0.44, 0.53, -2.11], [3.98, 1.27, -1.51], [3.53, 2.42, 0.29], [3.72, 0.29, 0.42], [-1.11, 1.53, -0.52], [0.10, -0.58, -1.24], [-1.55, 2.21, 1.29], [-2.41, 2.36, -1.77], [-1.11, -0.21, 0.87]]}

{"formula": "C34H68O11S", "method": "ωB97M-V with the def2-TZVPD basis set", "smiles": "O=S1(=O)CCC[C@H](CCO)O1.C1CCOC1.C1CCOC1.C1CCOC1.C1CCOC1.C1CCOC1.C1CCOC1.C1CCOC1", "total_charge": 0, "spin_multiplicity": 1, "e_homo_ev": -9.352, "homo_lumo_gap_ev": 9.645, "species": ["O", "S", "O", "C", "C", "C", "C", "C", "C", "O", "O", "H", "H", "H", "H", "H", "H", "H", "H", "H", "H", "H", "H", "C", "C", "C", "O", "C", "H", "H", "H", "H", "H", "H", "H", "H", "C", "C", "C", "O", "C", "H", "H", "H", "H", "H", "H", "H", "H", "C", "C", "C", "O", "C", "H", "H", "H", "H", "H", "H", "H", "H", "C", "C", "C", "O", "C", "H", "H", "H", "H", "H", "H", "H", "H", "C", "C", "C", "O", "C", "H", "H", "H", "H", "H", "H", "H", "H", "C", "C", "C", "O", "C", "H", "H", "H", "H", "H", "H", "H", "H", "C", "C", "C", "O", "C", "H", "H", "H", "H", "H", "H", "H", "H"], "positions_angstrom": [[-2.78, -5.22, 1.15], [-2.42, -4.25, 0.17], [-3.45, -3.57, -0.54], [-1.34, -5.03, -1.01], [0.15, -5.03, -0.68], [0.57, -3.63, -0.25], [-0.12, -3.10, 1.00], [0.34, -3.68, 2.34], [-0.18, -5.03, 2.81], [0.47, -5.41, 4.01], [-1.57, -3.09, 0.86], [-1.52, -4.51, -1.95], [-1.76, -6.04, -1.07], [0.68, -5.28, -1.60], [0.40, -5.79, 0.06], [1.64, -3.59, -0.05], [0.39, -2.95, -1.08], [0.14, -2.04, 1.03], [0.05, -2.96, 3.11], [1.44, -3.68, 2.32], [-0.04, -5.82, 2.06], [-1.24, -4.96, 3.03], [1.42, -5.36, 3.85], [4.45, -7.01, 1.01], [5.13, -5.67, 1.28], [4.10, -4.99, 2.18], [3.46, -6.03, 2.92], [3.80, -7.31, 2.35], [5.14, -7.79, 0.70], [3.68, -6.90, 0.23], [6.06, -5.82, 1.82], [5.34, -5.10, 0.38], [3.35, -4.46, 1.58], [4.54, -4.28, 2.88], [4.50, -7.82, 3.03], [2.89, -7.91, 2.28], [-0.52, 1.96, 0.66], [-0.40, 1.20, -0.65], [1.07, 1.38, -0.99], [1.76, 1.47, 0.26], [0.81, 1.64, 1.32], [-1.37, 1.67, 1.27], [-0.60, 3.03, 0.46], [-0.61, 0.13, -0.51], [-1.06, 1.57, -1.43], [1.24, 2.31, -1.55], [1.48, 0.55, -1.56], [0.76, 0.70, 1.90], [1.17, 2.43, 1.99], [-4.61, -0.13, 3.23], [-5.73, 0.88, 2.99], [-4.97, 2.20, 3.05], [-3.66, 1.93, 2.56], [-3.45, 0.52, 2.48], [-4.83, -1.13, 2.87], [-4.38, -0.19, 4.30], [-6.16, 0.74, 2.00], [-6.54, 0.83, 3.72], [-4.90, 2.57, 4.08], [-5.42, 2.98, 2.43], [-3.46, 0.22, 1.42], [-2.48, 0.27, 2.90], [4.91, -0.53, -3.94], [3.72, -0.07, -3.10], [2.55, -0.73, -3.84], [3.07, -1.94, -4.39], [4.49, -1.95, -4.31], [5.86, -0.49, -3.42], [4.99, 0.09, -4.84], [3.79, -0.48, -2.09], [3.61, 1.01, -3.03], [2.18, -0.09, -4.64], [1.71, -0.97, -3.18], [4.81, -2.66, -3.54], [4.90, -2.28, -5.27], [-4.55, 4.47, -0.53], [-4.11, 5.73, -1.26], [-2.65, 5.83, -0.86], [-2.20, 4.48, -0.68], [-3.32, 3.59, -0.66], [-5.44, 4.00, -0.95], [-4.75, 4.69, 0.52], [-4.20, 5.59, -2.34], [-4.68, 6.62, -0.99], [-2.53, 6.37, 0.09], [-2.02, 6.31, -1.61], [-3.33, 3.02, -1.60], [-3.20, 2.89, 0.17], [-2.43, 1.11, -4.08], [-2.02, 2.38, -4.83], [-0.51, 2.39, -4.62], [-0.11, 1.02, -4.54], [-1.26, 0.18, -4.39], [-3.39, 0.70, -4.40], [-2.48, 1.31, -3.01], [-2.26, 2.27, -5.90], [-2.50, 3.28, -4.46], [-0.25, 2.90, -3.69], [0.03, 2.86, -5.44], [-1.43, -0.36, -5.32], [-1.07, -0.55, -3.60], [2.32, 4.95, 2.89], [1.08, 5.63, 2.30], [1.05, 6.93, 3.09], [2.41, 7.26, 3.38], [3.25, 6.14, 3.10], [2.75, 4.19, 2.24], [2.08, 4.49, 3.85], [1.23, 5.83, 1.24], [0.17, 5.05, 2.41], [0.50, 6.81, 4.03], [0.61, 7.76, 2.53], [3.83, 6.35, 2.19], [3.95, 6.00, 3.92]]}